Entry 1:
Below is a 2-piece molecular cluster, C2H8NO overall in a non-equilibrium geometry, with properties calculated with ωB97M-V with the def2-TZVPD basis set.

Geometry as XYZ:
```
12
Properties=species:S:1:pos:R:3:forces:R:3
O 0.1575 -0.5179 -3.0001 0.0 0.0 0.1
H -0.5264 -0.5137 -3.6766 0.0 0.0 0.0
C 0.0393 0.4528 1.7291 -0.6 1.2 0.7
C 0.4857 0.2082 0.3208 0.8 -1.8 -0.7
N -0.3791 -0.8327 -0.2919 -0.7 1.3 0.2
H 0.2425 -0.4219 2.3324 -0.1 -0.1 0.3
H -1.0278 0.7102 1.8215 -0.1 -0.5 -0.4
H 0.4558 1.3532 2.1967 0.7 -0.2 0.0
H 1.4502 -0.3140 0.3562 0.3 0.4 0.2
H 0.6911 1.1061 -0.2693 -0.6 0.1 -0.1
H -0.2771 -0.8043 -1.3390 0.5 -0.1 -0.2
H -1.3118 -0.4259 -0.1798 -0.1 -0.4 -0.1
```
Forces are in eV/Å.

Properties
* charge: -1
* Kohn-Sham gap: 6.8 eV
* highest occupied orbital energy: -2.668 eV
* DFT total energy: -5740.7942 eV
* ΔE to the lowest compared entry with this formula, charge and spin: 36.62 kJ/mol
* multiplicity: 1
* LUMO energy: 4.12 eV

---

Entry 2:
Below is one molecule with the formula C4H12NS2 in a non-equilibrium geometry, with properties calculated with ωB97M-V with the def2-TZVPD basis set.

Geometry as XYZ:
```
19
Properties=species:S:1:pos:R:3:forces:R:3
N 1.5268 0.8443 1.8986 0.7 -0.2 -1.1
C 1.7861 1.1308 0.4228 -0.7 -0.6 0.6
C 2.6289 2.3659 0.2002 0.8 -0.4 0.0
C 0.4152 1.2452 -0.2164 -0.9 -1.4 0.0
S -0.9344 -0.0863 0.3595 1.0 1.1 0.3
S -0.8561 -1.7779 -0.8909 0.0 -0.1 -0.3
C -2.6516 -2.0572 -1.2513 1.3 1.8 0.0
H 2.4129 0.6002 2.4014 -0.1 0.0 0.3
H 0.8436 0.0607 1.9348 0.1 0.1 0.3
H 1.0553 1.6661 2.3142 -0.1 0.3 0.5
H 2.3162 0.2660 0.0228 -0.1 0.0 0.2
H 3.6510 2.2016 0.5561 -0.2 0.1 0.5
H 2.8097 2.4708 -0.8684 -0.5 0.3 -0.3
H 2.2084 3.2667 0.6398 0.0 0.0 -0.1
H 0.5136 1.0130 -1.2660 -0.2 0.4 -0.5
H -0.0034 2.2174 0.0253 -0.3 0.0 -0.4
H -2.7136 -2.6487 -2.1442 -0.1 -0.6 -0.1
H -3.0682 -2.4439 -0.3537 -0.6 -0.7 0.3
H -3.0677 -1.0742 -1.4579 -0.2 0.0 0.0
```
Forces are in eV/Å.

Properties
* Kohn-Sham gap (alpha / beta): 3.7 / 9.0 eV
* highest occupied orbital energy (alpha / beta): -3.328 / -8.465 eV
* DFT total energy: -27499.7076 eV
* ΔE to the lowest compared entry with this formula, charge and spin: 199.16 kJ/mol
* multiplicity: 2
* LUMO energy (alpha / beta): 0.36 / 0.53 eV

---

Entry 3:
Below is one molecule with the formula C16H26N6O5S in a non-equilibrium geometry, with properties calculated with ωB97M-V with the def2-TZVPD basis set.

Geometry as XYZ:
```
54
Properties=species:S:1:pos:R:3:forces:R:3
C 1.3357 -2.9196 -2.5006 -0.2 0.0 0.1
S 2.2028 -4.0845 -1.4244 -0.1 -0.1 -0.2
C 0.7921 -5.0755 -0.8328 0.2 0.4 0.1
C -0.0077 -4.4222 0.3003 -0.3 -0.1 -0.1
O -1.0772 -4.9044 0.6439 0.0 0.0 0.0
N 0.5232 -3.3395 0.8917 0.4 0.1 -0.1
C -0.1532 -2.5866 1.9184 -0.1 0.1 0.1
C -1.2095 -1.6625 1.3489 0.0 -0.2 0.1
O -0.5713 -0.7239 0.5091 0.1 0.0 0.0
C -1.4900 0.1442 -0.1143 -0.1 0.2 -0.1
C -0.7362 1.0915 -1.0275 0.0 -0.4 -0.2
N 0.0993 2.0450 -0.3225 0.4 -0.1 0.1
C 1.4537 1.6090 -0.0206 0.2 -0.1 0.0
C -0.4491 3.2063 0.0854 -0.4 0.2 0.0
O -1.6214 3.4798 -0.1153 -0.1 -0.1 -0.1
C 0.4523 4.1784 0.8321 0.2 -0.2 0.0
N -0.1572 5.4657 1.0368 -0.3 -0.1 -0.1
C -1.3902 5.7865 1.4877 0.4 -0.2 0.0
N -1.4747 7.0847 1.6230 -0.3 0.3 0.1
C -0.2528 7.5263 1.2298 0.1 -0.5 -0.1
C 0.1242 8.9562 1.2098 0.8 0.9 -0.2
N -0.8651 9.7975 1.5859 -0.2 -0.3 0.0
O 1.2340 9.3482 0.8835 -0.4 -0.3 0.1
N 0.5772 6.5702 0.8625 0.0 0.3 0.1
C -0.1323 -5.6623 -1.9296 -0.3 0.0 0.0
C 0.0706 -7.0646 -1.3314 0.0 -0.2 -0.2
O 0.3733 -8.1246 -2.2088 0.0 0.0 0.0
C 1.1965 -6.5220 -0.4354 0.0 -0.2 0.3
H 2.0572 -2.2035 -2.8880 0.1 0.0 0.0
H 0.8718 -3.4319 -3.3421 0.0 0.0 0.0
H 0.5704 -2.3761 -1.9438 0.0 0.0 0.0
H 1.3997 -2.9992 0.5268 0.0 0.0 0.0
H -0.6097 -3.2597 2.6429 -0.1 -0.1 -0.1
H 0.5946 -1.9961 2.4494 0.0 0.0 0.0
H -1.9444 -2.2456 0.7821 0.0 0.0 0.0
H -1.7358 -1.1541 2.1657 0.0 0.0 0.0
H -2.2132 -0.4258 -0.7114 0.0 -0.1 0.0
H -2.0570 0.7131 0.6324 0.0 0.0 0.0
H -0.0806 0.4981 -1.6705 0.0 0.0 0.0
H -1.4414 1.6027 -1.6780 0.0 0.2 0.1
H 2.0278 2.3585 0.5164 -0.1 0.1 0.0
H 1.4308 0.7057 0.5886 0.0 0.0 0.0
H 1.9881 1.3810 -0.9452 0.0 0.0 0.0
H 0.7219 3.7547 1.8025 0.1 -0.1 0.0
H 1.3667 4.3457 0.2668 0.0 0.1 0.1
H -2.1434 5.0414 1.6754 0.0 0.1 0.0
H -1.7620 9.4237 1.8464 0.0 0.1 0.0
H -0.6711 10.7813 1.5889 0.0 0.0 0.0
H -1.1597 -5.3014 -1.9263 0.1 0.1 0.0
H 0.2761 -5.5654 -2.9357 0.1 -0.1 0.0
H -0.7909 -7.3887 -0.7537 0.0 0.0 0.0
H 1.1541 -7.8879 -2.7228 0.0 0.0 0.0
H 2.1960 -6.7979 -0.7738 0.0 0.0 -0.1
H 1.1072 -6.7699 0.6215 0.0 0.1 0.0
```
Forces are in eV/Å.

Properties
* Kohn-Sham gap: 9.4 eV
* highest occupied orbital energy: -9.148 eV
* SMILES: CS[C@]1(C(=O)NCCOCCN(C)C(=O)Cn2cnc(C(N)=O)n2)C[C@H](O)C1
* DFT total energy: -47027.6497 eV
* ΔE to the lowest compared entry with this formula, charge and spin: 173.31 kJ/mol
* multiplicity: 1
* LUMO energy: 0.21 eV

---

Entry 4:
Below is C10H25MnO5 as an isolated structure in a non-equilibrium geometry, with properties calculated with ωB97M-V with the def2-TZVPD basis set.

Geometry as XYZ:
```
41
Properties=species:S:1:pos:R:3:forces:R:3
Mn 15.9084 4.5638 1.3688 0.0 -0.5 -1.2
C 19.4525 3.5004 -0.4477 0.0 -0.2 -0.1
C 19.0053 4.8250 0.1684 0.4 0.1 0.1
O 17.6864 4.8340 0.4377 -0.6 0.3 0.3
H 20.5239 3.4894 -0.6807 0.0 0.0 0.0
H 18.8844 3.2979 -1.3603 0.0 0.1 0.0
H 19.2255 2.6833 0.2431 0.1 0.1 0.0
H 19.3027 5.6560 -0.5213 -0.1 -0.2 0.0
H 19.6486 4.9992 1.0766 -0.1 -0.1 -0.1
C 12.0816 6.0919 0.1255 0.0 0.5 0.1
C 13.5545 6.5334 0.1033 0.1 0.5 -0.1
O 14.4134 5.5412 0.3923 0.3 -0.7 0.3
H 11.4285 6.9104 -0.2142 0.1 -0.1 -0.1
H 11.7497 5.8424 1.1383 0.1 -0.2 0.0
H 11.9594 5.2223 -0.5182 -0.1 -0.1 0.0
H 13.6769 7.4103 0.7944 -0.2 -0.1 0.0
H 13.7472 6.9695 -0.9074 -0.1 -0.1 0.1
C 15.5859 0.3371 2.5525 -0.2 -0.2 0.2
C 15.2590 1.3699 1.4773 -0.1 0.0 -0.3
O 15.7717 2.5885 1.7781 0.1 0.5 0.2
H 14.9569 -0.5574 2.4511 0.2 0.0 -0.1
H 15.3761 0.7742 3.5340 0.0 0.0 0.0
H 16.6385 0.0494 2.5264 0.0 0.0 0.0
H 14.1449 1.3774 1.3597 0.1 0.0 0.0
H 15.6442 0.9849 0.5063 -0.1 0.0 0.1
C 17.6212 7.2329 2.2624 0.0 -0.2 -0.1
O 16.4265 6.5007 2.4784 -0.2 0.3 0.3
C 15.9415 6.4835 3.8071 -0.1 0.1 -0.4
C 14.5026 6.0248 3.7521 0.1 -0.4 0.0
O 14.5263 4.7066 3.2389 0.3 0.3 0.6
C 13.3192 3.9957 3.3413 -0.1 -0.1 0.1
H 18.4929 6.5823 2.3490 0.0 0.0 0.1
H 17.6788 8.0716 2.9628 0.0 0.0 0.0
H 17.5859 7.6071 1.2423 0.0 0.0 0.0
H 15.9814 7.4960 4.2238 0.1 -0.1 0.2
H 16.5268 5.7727 4.3998 0.0 0.1 0.2
H 13.9180 6.6680 3.0856 0.0 0.1 0.1
H 14.0930 6.0263 4.7726 -0.1 0.1 -0.1
H 13.5257 2.9959 2.9664 0.0 0.1 -0.1
H 12.5302 4.4765 2.7568 0.0 -0.1 0.0
H 13.0077 3.9180 4.3949 0.0 0.1 -0.1
```
Forces are in eV/Å.

Properties
* charge: -1
* Kohn-Sham gap (alpha / beta): 6.8 / 7.3 eV
* highest occupied orbital energy (alpha / beta): -3.650 / -4.178 eV
* DFT total energy: -52333.3419 eV
* ΔE to the lowest compared entry with this formula, charge and spin: 0.00 kJ/mol
* multiplicity: 6
* LUMO energy (alpha / beta): 3.14 / 3.13 eV

---

Entry 5:
Below is C4H7N3O as an isolated structure in a non-equilibrium geometry, with properties calculated with ωB97M-V with the def2-TZVPD basis set.

Geometry as XYZ:
```
15
Properties=species:S:1:pos:R:3:forces:R:3
C -0.9065 -0.5909 -3.6795 -0.7 4.7 2.7
C -0.2776 0.0359 -0.3513 0.5 -2.4 2.6
C 0.2263 0.1532 2.9875 -4.6 -0.2 -0.1
C 1.3724 0.9216 2.6418 5.4 -1.5 0.6
H -1.1005 0.4378 -4.5711 0.6 -4.2 2.8
H -0.9178 -1.6662 -3.6309 0.2 -0.5 -1.5
H -1.0233 0.9084 -0.0640 1.6 -1.9 -1.4
H -0.6644 0.8389 3.3483 1.7 -2.2 0.1
H 0.1026 -1.0382 3.0952 0.7 3.2 -0.3
H 1.6068 1.8915 2.9817 -0.7 1.4 0.4
H 2.4308 0.4300 2.7278 -2.1 0.1 -0.9
N -0.8525 -0.0750 -2.4579 0.1 -0.3 -3.4
N 0.6641 -0.3089 0.5106 -2.7 2.9 -0.8
N 0.4424 0.7834 1.5938 -0.4 -2.2 -1.2
O -0.5874 -0.9648 -1.3755 0.3 3.1 0.5
```
Forces are in eV/Å.

Properties
* Kohn-Sham gap: 10.4 eV
* highest occupied orbital energy: -9.437 eV
* DFT total energy: -10771.3145 eV
* ΔE to the lowest compared entry with this formula, charge and spin: 813.64 kJ/mol
* multiplicity: 1
* LUMO energy: 0.96 eV

---

Entry 6:
Below is C7H6O as an isolated structure in a non-equilibrium geometry, with properties calculated with ωB97M-V with the def2-TZVPD basis set.

Geometry as XYZ:
```
14
Properties=species:S:1:pos:R:3:forces:R:3
C 0.1363 0.7250 1.9860 -0.8 -1.4 3.8
C 1.0141 0.9729 -0.1066 -1.4 2.1 -2.0
C 0.2113 0.0656 -0.7464 2.3 -0.7 -2.2
C 0.4777 -0.2700 -2.2081 -1.2 -3.5 -5.6
C 0.3644 -0.8663 -3.3747 -0.4 2.1 4.1
C -0.7240 -0.8092 -0.1695 -1.6 0.3 0.4
C -1.6467 -1.2134 0.4898 -0.3 -1.2 0.3
H 0.8050 0.4080 3.2877 -1.6 1.6 -4.0
H 0.0767 -0.5517 1.5366 0.0 4.9 1.8
H -0.9129 1.4281 2.3002 2.9 -3.0 -0.8
H 1.5899 1.5611 -0.8496 0.2 -0.3 1.0
H 0.0708 -1.4003 -4.4609 1.3 2.0 3.7
H -2.2582 -1.6918 1.2458 0.1 0.3 -0.7
O 0.7955 1.6418 1.0698 0.6 -3.1 0.1
```
Forces are in eV/Å.

Properties
* Kohn-Sham gap: 8.7 eV
* highest occupied orbital energy: -8.565 eV
* DFT total energy: -9393.4432 eV
* ΔE to the lowest compared entry with this formula, charge and spin: 846.83 kJ/mol
* multiplicity: 1
* LUMO energy: 0.18 eV

---

Repeat the fifth record exactly.
Below is C4H7N3O as an isolated structure in a non-equilibrium geometry, with properties calculated with ωB97M-V with the def2-TZVPD basis set.

Geometry as XYZ:
```
15
Properties=species:S:1:pos:R:3:forces:R:3
C -0.9065 -0.5909 -3.6795 -0.7 4.7 2.7
C -0.2776 0.0359 -0.3513 0.5 -2.4 2.6
C 0.2263 0.1532 2.9875 -4.6 -0.2 -0.1
C 1.3724 0.9216 2.6418 5.4 -1.5 0.6
H -1.1005 0.4378 -4.5711 0.6 -4.2 2.8
H -0.9178 -1.6662 -3.6309 0.2 -0.5 -1.5
H -1.0233 0.9084 -0.0640 1.6 -1.9 -1.4
H -0.6644 0.8389 3.3483 1.7 -2.2 0.1
H 0.1026 -1.0382 3.0952 0.7 3.2 -0.3
H 1.6068 1.8915 2.9817 -0.7 1.4 0.4
H 2.4308 0.4300 2.7278 -2.1 0.1 -0.9
N -0.8525 -0.0750 -2.4579 0.1 -0.3 -3.4
N 0.6641 -0.3089 0.5106 -2.7 2.9 -0.8
N 0.4424 0.7834 1.5938 -0.4 -2.2 -1.2
O -0.5874 -0.9648 -1.3755 0.3 3.1 0.5
```
Forces are in eV/Å.

Properties
* Kohn-Sham gap: 10.4 eV
* highest occupied orbital energy: -9.437 eV
* DFT total energy: -10771.3145 eV
* ΔE to the lowest compared entry with this formula, charge and spin: 813.64 kJ/mol
* multiplicity: 1
* LUMO energy: 0.96 eV

---

Copy entry 5 word for word.
Below is C4H7N3O as an isolated structure in a non-equilibrium geometry, with properties calculated with ωB97M-V with the def2-TZVPD basis set.

Geometry as XYZ:
```
15
Properties=species:S:1:pos:R:3:forces:R:3
C -0.9065 -0.5909 -3.6795 -0.7 4.7 2.7
C -0.2776 0.0359 -0.3513 0.5 -2.4 2.6
C 0.2263 0.1532 2.9875 -4.6 -0.2 -0.1
C 1.3724 0.9216 2.6418 5.4 -1.5 0.6
H -1.1005 0.4378 -4.5711 0.6 -4.2 2.8
H -0.9178 -1.6662 -3.6309 0.2 -0.5 -1.5
H -1.0233 0.9084 -0.0640 1.6 -1.9 -1.4
H -0.6644 0.8389 3.3483 1.7 -2.2 0.1
H 0.1026 -1.0382 3.0952 0.7 3.2 -0.3
H 1.6068 1.8915 2.9817 -0.7 1.4 0.4
H 2.4308 0.4300 2.7278 -2.1 0.1 -0.9
N -0.8525 -0.0750 -2.4579 0.1 -0.3 -3.4
N 0.6641 -0.3089 0.5106 -2.7 2.9 -0.8
N 0.4424 0.7834 1.5938 -0.4 -2.2 -1.2
O -0.5874 -0.9648 -1.3755 0.3 3.1 0.5
```
Forces are in eV/Å.

Properties
* Kohn-Sham gap: 10.4 eV
* highest occupied orbital energy: -9.437 eV
* DFT total energy: -10771.3145 eV
* ΔE to the lowest compared entry with this formula, charge and spin: 813.64 kJ/mol
* multiplicity: 1
* LUMO energy: 0.96 eV

---

Question: Look up the ΔE to the lowest compared entry with this formula, charge and spin of the fifth one.
Answer: 813.64 kJ/mol